# 1
45
Properties=species:S:1:pos:R:3:forces:R:3:lowdin_charge:R:1 method="wB97M-V/def2-TZVPD" homo_energy_ev=-8.6 homo_lumo_gap_ev=7.16 fmax_ha_per_bohr=0.0764
S 0.6691 -6.6581 -2.3423 0.6 1.9 1.2 0.98
P 0.8421 -0.5341 0.6606 1.0 0.9 0.5 0.89
O 0.4335 -2.8190 -4.1044 -0.6 1.1 0.7 0.12
O -0.1912 3.7238 2.2635 0.2 -0.2 -0.1 -0.17
O -2.2710 -3.1733 -2.9849 0.7 1.0 1.1 0.15
O 0.0765 -0.7898 2.1837 0.3 -0.9 -1.7 -0.35
O -0.9836 -1.3419 -3.0370 1.8 -0.5 1.1 0.03
N 2.1999 -6.1893 -1.8258 -1.9 2.1 0.5 -0.24
N -0.3133 -5.3776 -1.8741 3.8 0.5 1.0 -0.21
C 0.5838 -4.4871 -1.2808 0.6 0.4 0.1 -0.27
C -1.3058 -2.7285 -0.8094 1.2 -0.4 -0.1 -0.04
C -0.0866 6.0985 2.8967 0.0 0.0 0.1 -0.08
C 1.2025 -2.2127 -0.0950 -0.5 -3.4 -1.4 -0.32
C 0.2630 -1.7321 -3.6164 1.6 -0.5 -0.2 -0.43
C -0.1724 5.0616 1.7893 0.0 0.1 0.1 -0.28
C 1.4599 -0.6913 -3.5591 -0.9 -0.1 0.4 0.02
C 3.0374 -3.9841 -0.6615 -0.7 1.7 0.8 -0.01
C -1.2668 3.3732 3.1214 -0.1 0.0 0.0 -0.28
C 0.2219 -3.1246 -0.6975 0.9 0.7 0.6 -0.13
C -0.4254 0.4301 -0.3306 -1.0 0.6 0.2 -0.29
C 2.0394 -4.9358 -1.2620 -1.8 0.7 0.1 -0.31
C -2.6346 3.5415 2.4819 0.0 0.1 -0.1 -0.08
C -1.5730 -2.4359 -2.3358 -1.8 -1.7 -1.1 -0.39
C 2.6733 -2.6816 -0.0793 -1.5 -2.5 -1.6 -0.07
H -0.3138 1.5147 -0.0061 0.1 -1.3 -0.2 0.04
H 4.1234 -4.2712 -0.6584 -1.3 0.3 0.0 0.11
H -1.8818 -3.6532 -0.4985 0.4 1.2 -0.9 0.14
H -1.5034 0.1677 -0.0833 1.2 0.2 -0.5 0.05
H -1.1250 2.3213 3.3808 0.2 0.1 -0.1 0.12
H -0.9510 6.0581 3.5613 0.0 0.1 -0.1 0.06
H -1.0373 5.2471 1.1438 -0.1 0.1 0.0 0.10
H 0.0500 -1.7530 2.3425 -0.1 0.5 0.1 0.04
H 2.4261 -1.1639 -3.9053 -1.5 0.4 0.1 0.10
H 3.4668 -2.0053 0.3447 -1.0 -0.9 -0.5 0.09
H -2.7057 2.9430 1.5702 0.0 0.0 0.1 0.08
H -0.0384 7.1042 2.4728 0.0 -0.1 0.0 0.08
H -3.4178 3.2215 3.1721 0.0 0.0 0.0 0.08
H 0.8042 5.9311 3.5079 0.0 0.0 -0.1 0.08
H -1.6064 -1.8975 -0.1209 0.5 -0.6 -0.8 0.09
H -2.8335 4.5791 2.2077 0.0 0.0 0.1 0.07
H -1.1996 3.9337 4.0599 -0.1 0.1 0.0 0.11
H 1.6518 -0.3618 -2.4929 -0.5 -0.2 -1.2 0.07
H 0.7110 5.1515 1.1537 0.0 -0.2 0.0 0.12
H 1.1458 0.1706 -4.2096 0.6 -0.6 0.8 0.09
H -0.2445 0.4302 -1.4438 -0.2 -0.3 1.3 0.03



# 2
103
Properties=species:S:1:pos:R:3:forces:R:3:lowdin_charge:R:1 method="wB97M-V/def2-TZVPD" homo_energy_ev=-11.7 homo_lumo_gap_ev=8.85 fmax_ha_per_bohr=0.0174 charge=+1
O -1.8101 6.4464 1.4343 0.1 0.0 0.0 0.00
O 1.0910 -2.0719 -4.1105 0.0 -0.2 0.0 0.10
O 1.9709 -3.4657 2.5829 0.1 0.5 -0.6 0.19
O -2.8952 2.4730 1.2402 0.0 0.2 -0.1 0.01
O -3.7328 0.4538 1.6319 0.1 -0.1 -0.1 0.10
O -2.4257 -0.1506 -4.3912 0.0 0.0 0.0 0.03
O 1.9161 0.7306 2.5955 0.0 0.0 0.0 0.05
O -3.9723 0.9792 -3.2433 0.0 0.2 0.1 0.11
O -4.0377 6.4995 1.3764 0.0 0.3 0.0 0.11
O 2.8845 -0.8390 1.3387 0.3 -0.2 0.3 0.07
O 2.3031 -3.9107 -4.5047 -0.1 0.0 0.0 0.03
O 1.3685 6.2142 -1.3015 0.0 0.0 0.1 0.12
O 0.6627 -4.9287 6.4474 0.1 0.0 0.0 0.02
O -0.7371 -5.3403 8.1408 0.0 -0.1 0.0 0.14
O 1.3743 4.6933 -2.9395 0.1 0.0 0.0 0.03
N 5.6372 -5.6191 1.0855 0.3 -0.2 -0.1 0.12
N 3.8311 -4.4714 1.3388 -0.1 -0.1 -0.2 0.11
C -0.6918 5.0408 -1.8857 0.1 -0.4 -0.1 -0.07
C 4.3147 -5.6842 1.1014 -0.2 -0.1 -0.1 -0.03
C 1.8868 -3.3510 -0.6488 0.2 -0.5 0.7 -0.05
C -0.7483 3.7159 -2.6483 0.0 0.1 0.0 -0.14
C 4.9044 -3.6084 1.4565 -0.3 0.6 0.3 0.01
C -3.3955 -0.0472 -3.4554 0.0 -0.2 0.0 -0.49
C 1.8991 -0.2110 1.6575 -0.3 -0.1 -0.1 -0.48
C 0.5867 -4.3748 5.1286 -0.2 -0.1 0.1 -0.18
C 0.5683 1.2361 2.8188 -0.2 0.0 0.0 -0.10
C -0.2027 0.8945 1.5489 0.2 -0.1 0.0 -0.13
C -0.5737 -4.9831 7.0169 -0.1 0.1 0.0 -0.48
C -1.6082 -4.5094 6.0095 0.2 -0.2 -0.2 -0.07
C -4.5024 3.3699 -0.2270 0.0 -0.1 0.0 -0.13
C 0.5012 -0.3828 1.1045 0.0 0.3 0.0 -0.06
C 3.4463 -1.8710 -4.7110 0.1 -0.3 -0.3 -0.07
C 6.0359 -4.3170 1.3026 0.2 -0.2 0.0 -0.01
C -3.3442 3.7418 0.6912 -0.2 -0.3 -0.1 -0.13
C 0.4069 3.8796 -3.6306 -0.1 0.0 0.0 -0.15
C 2.1332 -2.5738 -4.4223 0.2 0.3 0.2 -0.48
C -1.2971 8.7431 1.4696 -0.1 0.0 0.0 -0.14
C -2.7718 8.5490 1.8291 0.2 0.0 -0.2 -0.07
C -3.5956 -1.3952 -2.7824 0.3 0.0 0.0 -0.07
C -3.8770 1.5532 1.1684 -0.1 0.0 0.1 -0.49
C -1.9556 -1.5108 -4.4922 -0.1 -0.1 0.1 -0.15
C -0.8569 -4.5938 4.6812 0.0 0.0 0.1 -0.15
C -3.0008 7.0830 1.5246 -0.1 0.0 0.0 -0.47
C -0.7245 7.3539 1.7256 0.1 0.1 0.0 -0.14
C 0.7765 5.4120 -1.9628 -0.1 0.1 -0.1 -0.49
C 1.3851 -4.4745 0.3106 0.0 -0.7 0.0 -0.09
C -2.3203 -2.1501 -3.1578 -0.1 0.1 0.0 -0.15
C 3.6850 -4.2257 -4.7593 0.1 0.0 -0.1 -0.15
C 4.2750 -2.9659 -5.3835 -0.1 0.1 0.0 -0.14
C -5.0865 2.1432 0.4742 0.2 0.1 -0.2 -0.06
B 2.3351 -4.1450 1.4748 -0.1 0.0 0.5 -0.53
H 0.0657 -1.2751 1.5626 0.0 0.0 0.0 0.13
H 0.1141 7.0993 1.0819 0.0 -0.1 -0.1 0.12
H -0.9655 -5.5951 4.2619 0.0 0.0 0.0 0.12
H -0.8897 -1.4972 -4.6688 0.0 0.1 -0.1 0.08
H 1.3135 -4.8836 4.5047 0.1 0.0 0.1 0.10
H -3.7295 -1.2615 -1.7124 -0.1 0.0 0.0 0.12
H -0.9914 4.9515 -0.8467 0.0 0.2 0.0 0.09
H 3.8733 -1.5488 -3.7594 0.0 0.1 0.0 0.13
H -0.0556 1.6726 0.7991 0.0 0.0 0.0 0.12
H 3.7210 -5.0959 -5.4087 -0.1 0.0 0.0 0.13
H 4.0848 -2.9649 -6.4566 0.0 0.0 0.0 0.12
H -4.4928 -1.8543 -3.2004 0.0 0.0 0.0 0.13
H -2.4913 -5.1393 6.0560 -0.1 0.1 0.1 0.13
H 2.1656 -2.5306 0.0148 -0.1 0.7 -0.6 0.05
H -1.2761 5.8214 -2.3752 0.0 0.1 0.1 0.14
H 0.1065 4.4003 -4.5414 0.0 0.0 0.0 0.13
H -3.6470 4.3954 1.4995 0.0 -0.1 0.1 0.10
H 6.2438 -6.4100 0.9280 0.0 0.0 0.0 0.18
H 4.1580 -4.4752 -3.8057 0.0 0.0 0.0 0.12
H -1.6994 3.5147 -3.1363 0.0 0.0 0.0 0.12
H -4.1259 3.0736 -1.2080 0.0 0.0 0.0 0.11
H -0.7938 9.5197 2.0398 0.0 0.0 0.1 0.12
H 3.2784 -1.0028 -5.3413 0.0 0.1 0.1 0.13
H 2.5687 -2.7424 2.8266 0.0 -0.2 0.3 0.12
H 2.8067 -3.6928 -1.1258 -0.1 0.1 -0.3 0.08
H 4.7707 -2.5497 1.6252 -0.1 0.0 0.0 0.14
H 7.0662 -4.0087 1.3386 0.0 -0.1 -0.1 0.14
H 1.1496 -3.0464 -1.3863 0.0 0.0 0.0 0.09
H 0.5339 -0.5152 0.0257 0.0 -0.1 0.0 0.13
H -1.1844 -3.8756 3.9321 0.0 0.0 0.0 0.11
H 0.3509 -4.3364 0.6214 0.0 0.1 -0.1 0.11
H -0.5381 2.8886 -1.9675 0.0 0.0 0.0 0.11
H -5.8210 2.4072 1.2368 0.0 0.0 0.0 0.13
H -1.2688 0.7846 1.7141 0.0 0.0 0.1 0.09
H -0.4358 7.2095 2.7684 0.0 0.0 0.0 0.13
H 0.8430 -3.3138 5.1822 0.0 0.0 0.0 0.12
H 1.4749 -5.4711 -0.1260 0.0 0.1 -0.1 0.10
H -3.4503 9.1630 1.2442 -0.1 0.0 0.1 0.13
H 0.6314 2.2990 3.0291 0.1 0.0 0.0 0.13
H -5.5217 1.4153 -0.2049 -0.1 0.0 0.1 0.12
H -2.5155 4.2022 0.1678 0.1 -0.1 0.1 0.09
H -1.5382 -1.9358 -2.4268 0.0 0.0 0.0 0.11
H -2.4352 -3.2298 -3.2235 0.0 0.0 0.0 0.12
H -1.8851 -3.4856 6.2651 0.0 0.0 0.0 0.13
H -5.1999 4.1920 -0.3652 0.0 0.0 0.1 0.12
H 5.3480 -2.8770 -5.2318 0.0 0.0 0.1 0.12
H -2.4629 -1.9931 -5.3308 0.0 0.0 0.0 0.13
H -2.9703 8.7086 2.8903 0.0 0.0 0.0 0.13
H 0.8844 2.9421 -3.9031 0.1 0.0 0.0 0.12
H 3.7382 -6.5831 0.9533 0.0 0.1 0.0 0.17
H 0.1691 0.7254 3.6959 0.0 0.0 0.0 0.13
H -1.2058 8.9874 0.4110 0.0 0.0 0.0 0.12



# 3
17
Properties=species:S:1:pos:R:3:forces:R:3:lowdin_charge:R:1 method="wB97M-V/def2-TZVPD" smiles="O=C1C=CC(O)=[N+]1[O-].CS" homo_energy_ev="-8.6 / -8.6" homo_lumo_gap_ev="7.17 / 7.18" de_lowest_kj_mol=289.99 fmax_ha_per_bohr=0.0915
S 2.8008 -2.5733 0.4660 -1.7 0.8 0.2 0.59
O -2.2352 -0.9372 -1.4461 1.0 -0.5 -1.2 0.16
O -2.3919 2.3749 1.7106 0.4 -0.2 -0.2 0.20
O -0.7856 -0.0379 0.5316 1.9 -0.3 1.0 -0.07
N -1.9023 0.4714 0.2824 -2.4 1.5 -1.5 -0.14
C -2.7148 1.6479 0.8339 1.0 -0.6 1.4 -0.29
C 2.4501 -0.7376 0.7311 1.9 -1.4 0.8 -0.42
C -2.5915 0.0989 -0.7540 -1.1 0.0 0.3 -0.31
C -3.9208 0.7834 -0.9017 3.8 -0.1 2.8 0.09
C -3.9927 1.6077 0.1221 -1.3 0.7 -0.3 0.02
H 4.0736 -2.4720 0.3273 1.7 0.1 -0.2 -0.23
H 1.3925 -0.7539 0.8579 -0.7 0.4 0.6 -0.04
H 2.6577 -0.2158 -0.1987 0.3 0.2 0.2 0.02
H -4.8330 2.1938 0.4592 0.1 0.2 -0.1 0.13
H -1.2613 -1.0838 -1.3147 -0.7 0.0 0.4 0.15
H 3.0869 -0.4247 1.6459 -1.5 -0.1 -1.7 0.06
H -4.5250 0.5386 -1.6528 -2.7 -0.8 -2.7 0.08



# 4
89
Properties=species:S:1:pos:R:3:forces:R:3:lowdin_charge:R:1 method="wB97M-V/def2-TZVPD" homo_energy_ev=-8.9 homo_lumo_gap_ev=8.93 de_lowest_kj_mol=0.00 fmax_ha_per_bohr=0.0318
S 7.7297 -19.5810 16.7727 0.1 -0.8 -0.7 0.80
S 9.0322 -10.2907 19.9419 0.9 0.5 0.7 0.79
S 9.3534 -15.7756 18.9111 0.8 0.7 -0.2 0.86
S 10.8370 -14.8874 12.8963 1.6 -0.3 0.3 0.83
S 13.1289 -13.9934 17.1718 0.1 0.0 0.8 0.85
O 1.4087 -17.5086 15.6888 -0.1 0.3 -0.2 0.17
O 2.8162 -15.9198 16.4920 -0.2 0.1 -0.3 0.08
O 11.9252 -14.0412 13.5222 -0.8 -0.1 -0.2 -0.57
O 10.3736 -9.9749 20.5656 -1.0 -0.5 -0.5 -0.56
O 7.8081 -14.1603 14.7019 0.8 -0.4 -0.8 0.10
O 12.0535 -16.0491 22.7424 0.0 0.1 -0.1 0.08
O 2.5388 -17.8231 17.5913 -0.3 -0.1 0.1 0.08
O 13.4425 -13.9437 18.6450 -0.5 0.0 -0.4 -0.57
O 6.3269 -15.4016 15.8441 0.2 -0.6 0.1 0.16
O 9.5004 -15.9465 17.4184 -0.5 0.2 0.3 -0.55
O 8.3734 -20.8329 17.2961 0.1 0.8 -0.2 -0.55
O 6.8145 -13.3118 16.4679 0.1 -0.1 0.5 0.04
O 9.9515 -16.7684 22.9956 -0.6 -0.5 0.2 0.15
O 10.4089 -14.9578 21.7598 -0.1 -0.2 -0.7 0.03
C 4.9293 -17.9297 17.8501 0.4 -0.2 0.3 -0.04
C 14.3660 -12.9354 16.4075 -0.2 0.6 -0.6 -0.26
C 10.7286 -16.0012 22.5341 0.5 0.3 0.0 -0.60
C 3.6552 -17.2038 18.2247 0.4 -0.1 -0.2 -0.30
C 6.5480 -20.1876 15.5400 -0.4 0.2 0.4 -0.26
C 11.6426 -15.5902 11.4262 0.1 0.0 -0.3 -0.26
C 8.6981 -17.3028 19.5413 -1.1 -0.5 0.2 -0.23
C 10.8518 -16.4155 13.8623 -0.8 -0.1 0.1 -0.26
C 12.6814 -14.9569 22.0563 1.1 0.0 0.3 -0.07
C 8.4422 -12.0164 13.6601 -0.1 -0.2 -0.1 -0.02
C 8.2251 -8.6675 19.8649 -0.2 -0.4 -0.4 -0.25
C 6.9800 -14.4222 15.6960 -1.0 1.1 0.2 -0.58
C 8.4741 -12.9107 14.8854 -0.4 1.0 0.0 -0.31
C 7.9922 -11.0006 21.2470 0.2 0.5 -0.4 -0.25
C 11.6064 -14.3789 21.1490 -0.4 -0.1 0.8 -0.31
C 8.8304 -18.7502 15.5699 0.2 -0.2 -0.1 -0.26
C 7.9357 -14.6718 19.2224 -0.6 -0.2 0.0 -0.22
C 7.6836 -12.2615 16.0510 0.5 -1.0 -0.3 -0.08
C 11.3459 -12.8991 21.1232 1.1 0.0 -0.5 -0.03
C 2.1752 -17.1062 16.5001 0.1 -0.4 0.4 -0.57
C 11.6712 -12.9360 16.8680 0.2 0.2 0.0 -0.25
C 3.5775 -15.7788 17.6874 0.1 0.0 0.4 -0.09
H 9.1243 -12.3294 12.8718 0.1 0.0 0.1 0.06
H 7.4422 -11.9515 13.2278 -0.1 -0.1 0.1 0.10
H 6.1520 -19.3307 14.9951 0.0 -0.1 -0.2 0.05
H 13.1067 -14.2652 22.7891 -0.4 0.1 0.1 0.14
H 10.3972 -12.7414 20.6161 -0.1 0.1 0.1 0.05
H 8.1272 -10.3225 22.0878 -0.1 -0.2 0.2 0.06
H 14.4001 -13.2121 15.3520 0.1 0.0 0.0 0.05
H 9.0528 -8.0309 19.5627 -0.1 0.2 0.1 0.05
H 12.1205 -12.4301 20.5129 -0.1 0.1 0.0 0.09
H 10.3502 -16.2136 14.8107 0.0 0.1 0.0 0.03
H 8.1168 -13.6649 18.8461 0.4 -0.2 -0.2 0.03
H 13.5286 -15.3767 21.5146 -0.1 0.1 -0.2 0.13
H 9.5454 -18.1411 16.1204 0.0 -0.1 0.1 0.02
H 8.7092 -11.0104 13.9886 0.2 0.0 -0.1 0.09
H 7.4494 -8.6679 19.0978 0.0 0.0 0.0 0.05
H 14.1247 -11.8724 16.4767 -0.3 -0.1 0.1 0.06
H 10.2719 -17.1699 13.3257 0.0 0.0 0.0 0.06
H 15.3360 -13.0478 16.8839 -0.1 -0.5 0.1 0.05
H 6.9721 -20.9573 14.8981 0.4 0.2 -0.1 0.06
H 11.3777 -12.4282 22.1037 -0.3 -0.1 0.1 0.10
H 8.3393 -12.0075 21.4578 0.0 0.0 0.1 0.03
H 5.0265 -18.8729 18.3920 0.0 0.1 0.1 0.09
H 6.9639 -10.9833 20.8866 -0.1 -0.1 0.1 0.06
H 12.4095 -16.2864 11.7597 0.0 0.0 0.0 0.05
H 8.4004 -12.0379 16.8413 -0.4 0.4 0.2 0.11
H 7.6899 -14.5568 20.2801 0.4 -0.4 0.1 0.06
H 9.4978 -13.0960 15.1954 0.1 -0.2 -0.1 0.11
H 12.1198 -14.7836 10.8700 0.0 0.2 0.3 0.05
H 8.2853 -18.0897 14.8936 -0.3 0.0 0.3 0.05
H 3.0519 -15.1318 18.3964 -0.1 0.1 -0.2 0.13
H 10.7382 -13.4969 16.8635 0.2 -0.5 0.1 0.01
H 4.5549 -15.3672 17.4439 -0.1 0.0 -0.1 0.10
H 9.3403 -19.4872 14.9468 0.0 -0.2 0.2 0.06
H 11.8194 -12.4667 15.8947 -0.1 0.0 0.0 0.04
H 11.8500 -16.7955 14.0711 0.2 0.3 -0.3 0.07
H 9.0381 -18.1190 18.9079 0.3 0.1 -0.1 0.04
H 5.0194 -18.1936 16.7970 -0.3 0.4 -0.1 0.07
H 11.7905 -14.7650 20.1478 -0.5 0.0 0.0 0.10
H 11.6143 -12.2000 17.6733 0.3 0.1 -0.1 0.06
H 7.0430 -15.0579 18.7235 0.1 -0.1 -0.2 0.04
H 10.9644 -16.0690 10.7187 -0.2 -0.1 0.3 0.05
H 7.6073 -17.2845 19.4857 0.0 -0.1 -0.1 0.04
H 8.9542 -17.5247 20.5778 0.3 0.4 0.0 0.06
H 3.5082 -17.2366 19.3058 -0.1 0.0 -0.1 0.15
H 5.7352 -20.6657 16.0884 0.0 0.1 0.1 0.05
H 5.7816 -17.2932 18.0976 0.0 -0.1 0.0 0.06
H 7.0822 -11.4122 15.7401 0.1 0.1 0.1 0.13
H 7.7844 -8.3745 20.8144 0.3 0.0 0.1 0.05